[1]
Computed, not measured: C45H28AuI4N6O as an isolated structure, with ωB97M-V/def2-TZVPD.

Structure (XYZ):
```
85
Properties=species:S:1:pos:R:3
Au 0.0637 -0.0492 -0.3447
I -9.0128 3.2440 -1.9363
C -7.0479 2.6708 -1.4737
C -6.3046 3.3709 -0.5991
C -5.0588 2.9154 -0.3014
C -4.5050 1.8377 -0.9294
C -5.2426 1.0695 -1.6940
C -6.5700 1.4702 -1.9371
C -3.1779 1.4042 -0.6690
C -2.8968 -0.0104 -0.1602
C -4.0256 -0.7351 0.4919
C -3.4457 -1.8977 0.9530
C -2.0333 -1.8125 0.7867
C -1.1139 -2.8290 1.0600
C -1.6714 -4.1694 1.6070
C -1.4766 -4.5827 2.8811
C -1.9042 -5.7693 3.3875
C -2.5895 -6.6242 2.5601
I -3.5812 -8.2757 3.3380
C -2.8972 -6.1899 1.2391
C -2.4523 -5.0353 0.7542
C 0.2441 -2.9087 0.7655
N 0.8482 -1.8889 -0.0492
C 2.1068 -2.2877 -0.2942
C 3.1920 -1.5377 -0.9453
C 4.4892 -2.1575 -1.2740
C 4.7902 -2.5399 -2.5528
C 6.0180 -3.0811 -2.9046
C 6.9508 -3.2381 -1.9110
I 8.7778 -4.2069 -2.4457
C 6.6838 -3.0132 -0.5713
C 5.4891 -2.4223 -0.1972
C 3.0778 -0.1641 -1.1818
C 4.1667 0.6528 -1.4305
C 3.7473 1.9793 -1.4126
C 2.2958 1.8982 -1.0982
N 1.9304 0.6504 -0.9474
C 1.3901 3.0762 -0.9478
C 0.0906 2.9195 -0.9035
C -0.9108 4.0528 -0.9093
C -2.1325 3.5657 -1.0433
C -2.0347 2.1508 -0.8313
N -0.7301 1.8480 -0.6741
C 2.0768 4.4713 -0.9667
C 1.7893 5.3363 -2.0017
C 2.2827 6.6760 -1.9910
C 3.0270 7.0891 -0.9283
I 3.2052 9.1229 -0.7038
C 3.4625 6.1586 0.0550
C 3.0459 4.8082 -0.0437
C 2.2358 -3.6827 0.2096
C 1.0595 -3.9745 0.8636
N -1.7796 -0.6573 0.0190
H -6.7869 4.2791 -0.2779
H -4.4623 3.5266 0.3986
H -4.7316 0.1799 -2.0826
H -7.1137 0.8109 -2.5667
H -5.1439 -0.7993 0.4785
H -4.0135 -2.7128 1.3106
H -0.9691 -3.9377 3.6016
H -1.6830 -6.1109 4.3908
H -3.3116 -6.9145 0.4935
H -2.5863 -4.6893 -0.2769
H 4.0334 -2.2779 -3.4059
H 6.2914 -3.1099 -3.9520
H 7.4407 -3.2933 0.1384
H 5.1934 -2.2724 0.7767
H 5.0901 0.3072 -1.7691
H 4.2887 2.8478 -1.6044
H -0.5868 5.0763 -0.8171
H -3.1570 3.9560 -1.1143
H 1.0849 5.1610 -2.7674
H 2.1455 7.4655 -2.7028
H 4.1571 6.4820 0.8279
H 3.3059 4.1733 0.7988
H 3.1178 -4.2351 0.0312
H 0.8427 -5.0007 1.2060
N -1.9527 0.2022 3.7333
C -0.7598 0.5282 3.1414
N 0.3575 -0.1134 3.7307
O -0.7088 1.2341 2.1650
H -1.9683 -0.1590 4.6725
H -2.7194 0.7870 3.5614
H 0.1157 -0.3914 4.6732
H 1.2478 0.3028 3.4410
```

Calculated values
HOMO-LUMO gap (alpha / beta): 4.70 / 4.47 eV
charge: +1
E_LUMO (alpha / beta): -3.7 / -5.8 eV
multiplicity: 3
max |F|: 6.15 eV/A
⟨S²⟩: 2.077
E: -94192.1585 eV


[2]
Computed, not measured: C45H33AgBrF9N4O3PS as an isolated structure, with ωB97M-V/def2-TZVPD.

Structure (XYZ):
```
98
Properties=species:S:1:pos:R:3
Ag 16.4287 15.0677 6.9685
C 19.3071 20.3531 9.1639
C 19.5754 18.9791 9.3169
C 18.6898 18.0967 8.7035
C 17.3741 18.4560 8.2813
C 17.1375 19.7871 8.1938
C 18.0552 20.7062 8.6376
N 16.5289 17.3472 8.2269
N 15.2655 17.6777 8.2212
C 14.3327 16.6987 8.3399
C 13.1274 17.0464 8.9995
C 12.4601 16.0400 9.6222
C 12.9361 14.6664 9.6222
C 13.8705 14.4019 8.6040
C 14.5309 15.3836 7.9145
H 19.9420 21.0788 9.4472
H 20.4663 18.6273 9.8572
H 18.9661 17.1210 8.3669
H 16.2766 20.1628 7.6207
H 17.7232 21.7484 8.5099
H 12.8155 18.0840 9.0947
H 11.4852 16.2919 10.2005
H 12.6171 13.9121 10.3451
H 14.1733 13.3562 8.3849
F 8.5277 14.5395 14.2086
C 8.9288 13.3000 14.6402
F 7.8180 12.7108 15.1704
F 9.7553 13.5028 15.7204
C 9.6791 12.6145 13.5022
C 8.9251 12.3839 12.3543
C 9.5307 11.9549 11.1828
C 10.9009 11.6793 11.2270
C 11.6346 11.8184 12.4179
C 11.0542 12.2991 13.5625
P 11.6857 11.0704 9.7405
C 10.4260 10.0243 8.9846
C 10.2522 10.1095 7.6068
C 9.4586 9.1299 6.9902
C 8.9067 8.0387 7.6706
C 8.9717 8.0898 9.0603
C 9.6570 9.0925 9.7559
C 8.1960 6.9196 6.9800
F 8.1337 5.7450 7.7166
F 8.7591 6.5836 5.8135
F 6.8779 7.2523 6.7806
C 12.6995 9.6818 10.3680
C 13.9112 9.4180 9.6837
C 14.7302 8.3325 10.0785
C 14.2945 7.3942 11.0234
C 13.1539 7.7664 11.7644
C 12.3020 8.8470 11.4130
C 15.1356 6.2365 11.5049
F 16.0178 5.7276 10.5883
F 14.3239 5.2139 11.8704
F 15.8425 6.6241 12.6269
H 7.8450 12.6030 12.4259
H 8.9365 11.8789 10.2400
H 12.6776 11.6523 12.3275
H 11.6285 12.4109 14.4598
H 10.7691 10.8367 7.0091
H 9.2433 9.2152 5.9356
H 8.3372 7.3325 9.5898
H 9.7941 9.0529 10.8582
H 14.2940 10.1277 8.9580
H 15.6854 8.2006 9.6179
H 12.9404 7.2590 12.7637
H 11.3587 8.9952 11.9354
Br 23.9867 15.5669 8.4262
C 22.8131 15.2254 7.0359
C 23.2653 15.2703 5.7034
N 22.3865 14.9374 4.7454
C 21.1082 14.7636 5.0106
C 20.5709 14.7933 6.3494
C 21.4700 15.0067 7.3428
C 19.0157 14.8380 6.5152
O 18.2849 14.4287 5.5689
O 18.7621 15.2400 7.6851
H 24.3141 15.4338 5.5301
H 20.5071 14.5546 4.1116
H 21.0197 14.9699 8.3188
S 15.1812 15.0634 14.0384
C 16.4958 15.1463 15.2329
C 16.9609 13.9356 15.4448
N 16.4968 12.9191 14.5839
C 15.6092 13.4086 13.7423
H 16.6865 16.1129 15.5567
H 17.6757 13.7004 16.2517
H 15.1034 12.9138 12.8724
C 16.4686 11.6921 8.9212
C 15.9682 12.3468 10.2066
C 16.9248 13.5056 10.6442
O 14.9791 11.9838 10.8315
H 15.6709 11.8894 8.1762
H 16.5454 10.5989 8.9454
H 17.5223 12.0774 8.6210
H 16.6680 14.4602 10.1253
H 17.9152 13.3217 10.2318
H 17.0211 13.5961 11.7566
```

Calculated values
HOMO-LUMO gap: 6.38 eV
charge: -1
E_LUMO: 1.3 eV
multiplicity: 1
max |F|: 4.27 eV/A
energy relative to the best compared isomer or geometry (same formula, charge and spin): 196.5 kJ/mol
E: -177925.1821 eV


[3]
Computed, not measured: C45H33Cl2N5O4SiTa as an isolated structure, with ωB97M-V/def2-TZVPD.

Structure (XYZ):
```
91
Properties=species:S:1:pos:R:3
Ta 14.5948 -11.3102 -9.2206
Cl 22.0375 -11.0795 -11.1023
C 20.4051 -11.3735 -10.6852
C 19.7165 -10.4285 -9.9215
C 18.3876 -10.6653 -9.6077
Cl 17.6600 -9.3955 -8.6247
C 17.6785 -11.8300 -9.9427
O 16.4167 -11.9653 -9.5324
C 18.4182 -12.8083 -10.6477
C 18.0371 -14.1696 -11.1510
O 16.9722 -14.7004 -11.0992
C 19.7570 -12.5567 -11.0428
H 20.2549 -9.5256 -9.6657
H 18.9188 -14.6976 -11.5805
H 20.3056 -13.2622 -11.6552
O 8.1148 -7.1744 -7.1989
N 8.6563 -8.1723 -6.7612
O 8.1953 -8.9435 -5.9394
C 9.9817 -8.4822 -7.3216
C 10.7231 -7.4333 -7.6869
C 12.0145 -7.6297 -8.2887
C 12.7770 -6.5554 -8.7461
C 14.0275 -6.7917 -9.2792
C 14.4648 -8.0923 -9.4052
N 13.7396 -9.1390 -9.0193
C 12.5483 -8.9096 -8.4405
C 11.7706 -10.0433 -7.9756
N 12.3400 -11.2544 -8.1616
C 11.6103 -12.3305 -7.8660
C 10.2916 -12.2313 -7.4293
C 9.7074 -11.0007 -7.2238
C 10.4677 -9.8433 -7.4732
H 10.3358 -6.4288 -7.5502
H 12.4019 -5.5487 -8.6632
H 14.6858 -5.9757 -9.5480
H 15.4577 -8.2673 -9.8027
H 12.0512 -13.2962 -8.0696
H 9.7555 -13.1528 -7.2481
H 8.6679 -10.9266 -6.8981
N 14.7562 -13.2260 -7.9936
C 14.9662 -14.5569 -8.4977
C 15.8837 -15.3433 -7.8103
C 15.8698 -16.7085 -7.9826
C 15.0718 -17.2419 -8.9989
C 14.3562 -16.3914 -9.8201
C 14.1799 -15.0330 -9.5459
C 13.2196 -14.0953 -10.2457
C 12.0034 -14.6153 -10.7382
C 11.0316 -13.7942 -11.2825
C 11.2267 -12.4222 -11.4033
C 12.4264 -11.8747 -10.9532
C 13.4077 -12.6997 -10.3576
H 15.5902 -12.9873 -7.4678
H 14.0108 -13.2008 -7.2945
H 16.5146 -14.8469 -7.0864
H 16.5426 -17.3463 -7.4266
H 15.0623 -18.2859 -9.2132
H 13.8536 -16.8082 -10.6713
H 11.7701 -15.6549 -10.5714
H 10.0860 -14.2173 -11.5802
H 10.4380 -11.7845 -11.7644
H 12.5804 -10.8036 -11.0056
N 14.1215 -7.4264 -18.3830
C 14.3144 -7.7907 -17.3079
C 14.5776 -8.3083 -15.9613
C 15.5080 -9.3306 -15.7747
C 15.7932 -9.7937 -14.4936
C 15.0832 -9.2943 -13.4208
C 14.1689 -8.2463 -13.5900
C 13.9132 -7.7398 -14.8623
C 15.2025 -9.8254 -12.0880
C 15.0762 -10.2403 -10.9561
H 15.9955 -9.7305 -16.6481
H 16.4793 -10.6295 -14.3729
H 13.6579 -7.8738 -12.7280
H 13.2101 -6.9347 -15.0233
C 17.6779 -10.8628 -4.0572
Si 15.8659 -10.2507 -4.1942
C 14.6450 -11.2252 -3.1279
C 15.7073 -8.4146 -3.8598
C 15.3305 -10.5534 -5.9729
C 14.9836 -10.8157 -7.1103
H 18.0254 -10.8482 -3.0044
H 18.3657 -10.2273 -4.6258
H 17.7142 -11.8956 -4.4348
H 14.8996 -11.2702 -2.0888
H 14.5093 -12.2725 -3.4570
H 13.6387 -10.7823 -3.1425
H 15.8808 -8.1440 -2.8166
H 14.7313 -8.0320 -4.1421
H 16.4402 -7.8621 -4.4861
```

Calculated values
HOMO-LUMO gap: 6.89 eV
charge: +1
E_LUMO: -4.1 eV
multiplicity: 1
max |F|: 1.36 eV/A
energy relative to the best compared isomer or geometry (same formula, charge and spin): 0.0 kJ/mol
E: -97306.6104 eV


[4]
Computed, not measured: C45H34LuN3O5S as an isolated structure, with ωB97M-V/def2-TZVPD.

Structure (XYZ):
```
89
Properties=species:S:1:pos:R:3
Lu -0.1973 -0.1306 -0.1849
C -1.5847 -4.6186 0.5472
C -2.3382 -4.4285 1.7002
C -2.6455 -3.1371 2.0910
C -2.1750 -2.0535 1.3438
C -1.3608 -2.1942 0.2036
C -1.1151 -3.5240 -0.1653
C -2.5987 -0.6922 1.7776
C -3.9584 -0.4733 2.1286
C -4.3644 0.7668 2.5029
C -3.4292 1.8288 2.5371
C -3.7774 3.1484 2.8995
C -2.8463 4.1470 2.8653
C -1.5270 3.8630 2.4533
C -1.1690 2.5936 2.0973
C -2.1113 1.5452 2.1420
N -1.7139 0.2865 1.7764
H -1.3592 -5.6246 0.2113
H -2.6847 -5.2752 2.2795
H -3.2405 -2.9661 2.9828
H -0.5264 -3.7305 -1.0559
H -4.6522 -1.2986 2.0571
H -5.4017 0.9683 2.7443
H -4.8013 3.3549 3.1885
H -3.1176 5.1585 3.1378
H -0.8001 4.6647 2.4047
H -0.1715 2.3653 1.7413
S 3.1200 2.8703 -2.0282
C 2.2575 3.8926 -0.9694
C 1.3488 3.2006 -0.2273
C 1.3099 1.7836 -0.4658
C 2.2363 1.4833 -1.4349
C 2.4936 0.1660 -2.0276
C 3.6025 -0.1024 -2.8337
C 3.7588 -1.3550 -3.3898
C 2.8100 -2.3355 -3.1335
C 1.7515 -2.0060 -2.3144
N 1.5895 -0.7985 -1.7749
H 2.4481 4.9559 -0.9771
H 0.6896 3.7141 0.4618
H 4.3298 0.6776 -3.0147
H 4.6153 -1.5674 -4.0174
H 2.8894 -3.3304 -3.5483
H 0.9833 -2.7332 -2.0807
C 4.7468 -2.1619 4.3333
O 3.9899 -1.0309 3.9328
C 2.6580 -1.0428 4.1699
C 2.0060 -2.0361 4.8884
C 0.6445 -1.9355 5.1470
C -0.0752 -0.8381 4.7104
C 0.5688 0.1416 3.9734
C 1.9107 0.0321 3.6685
N 2.5296 1.0497 2.8776
C 3.3421 0.8982 1.8505
C 3.6309 -0.2850 1.1611
C 4.9458 -0.4347 0.6475
C 5.3822 -1.6371 0.1782
C 4.4870 -2.7359 0.1818
C 3.1866 -2.6064 0.5777
C 2.6735 -1.3480 1.0117
O 1.4297 -1.1486 1.1674
H 5.7698 -1.9571 4.0317
H 4.3944 -3.0644 3.8283
H 4.7066 -2.3051 5.4155
H 2.5560 -2.8868 5.2627
H 0.1541 -2.7229 5.7045
H -1.1342 -0.7509 4.9135
H 0.0156 0.9900 3.5992
H 2.3491 1.9989 3.1696
H 3.8787 1.8018 1.5725
H 5.6165 0.4179 0.6864
H 6.3932 -1.7581 -0.1860
H 4.8400 -3.6981 -0.1725
H 2.4856 -3.4311 0.5270
O -0.9699 -0.0540 -2.7356
C -2.1254 0.1950 -3.4159
C -2.2650 -0.2494 -4.7227
C -3.4441 0.0037 -5.4022
C -4.4851 0.6976 -4.7908
C -4.3375 1.1350 -3.4863
C -3.1642 0.8913 -2.7819
C -3.0315 1.3784 -1.3627
O -3.9543 1.8947 -0.7736
O -1.8348 1.2001 -0.8225
H -1.1699 0.5509 -1.9402
H -1.4489 -0.7896 -5.1854
H -3.5533 -0.3435 -6.4220
H -5.4013 0.8943 -5.3315
H -5.1276 1.6708 -2.9764
```

Calculated values
HOMO-LUMO gap: 7.08 eV
E_LUMO: -0.6 eV
multiplicity: 1
max |F|: 1.39 eV/A
energy relative to the best compared isomer or geometry (same formula, charge and spin): 116.7 kJ/mol
E: -106382.8930 eV


[5]
Computed, not measured: C45H35Cl5CrF3N4O4SSb2 as an isolated structure, with ωB97M-V/def2-TZVPD.

Structure (XYZ):
```
100
Properties=species:S:1:pos:R:3
Cr 11.5642 -19.0865 -3.9992
N 17.4277 -20.9282 -7.8070
C 16.6832 -20.2006 -6.9282
C 16.3740 -20.7126 -5.6438
C 15.7546 -19.8917 -4.7007
C 15.5243 -18.5492 -4.9615
C 15.8552 -18.0421 -6.2137
C 16.3889 -18.8463 -7.1950
S 14.6740 -17.6295 -3.7586
O 15.1522 -16.2873 -3.7956
O 14.6436 -18.3254 -2.5014
N 13.0855 -17.7374 -4.2899
C 12.5948 -17.3141 -5.4611
N 13.1316 -16.4532 -6.3574
C 12.4052 -16.1902 -7.4221
C 11.1658 -16.7968 -7.6353
C 10.6659 -17.6930 -6.7281
N 11.3946 -17.9298 -5.6195
H 17.5818 -21.9063 -7.6567
H 17.5818 -20.5822 -8.7633
H 16.6192 -21.7195 -5.3649
H 15.4325 -20.3559 -3.7681
H 15.6537 -16.9995 -6.4208
H 16.6685 -18.4559 -8.1243
H 12.7456 -15.4614 -8.1312
H 10.6616 -16.5896 -8.5785
H 9.7309 -18.1654 -6.8794
C 8.2496 -17.7400 -1.6066
C 7.1891 -18.5780 -2.2524
C 7.5580 -20.0484 -2.4534
Sb 9.3150 -20.5766 -3.6295
C 8.6081 -21.6826 -5.3357
C 7.9088 -22.8860 -5.1533
C 7.5297 -23.6211 -6.2791
C 7.8400 -23.1601 -7.5358
C 8.5834 -21.9943 -7.6928
C 8.9663 -21.2639 -6.6117
C 9.8211 -22.3942 -2.5919
C 10.5308 -23.3522 -3.3102
C 11.1038 -24.4413 -2.7039
C 11.0394 -24.5590 -1.3172
C 10.3485 -23.6276 -0.5477
C 9.7405 -22.5538 -1.1980
Sb 9.9881 -17.2774 -2.8148
C 11.0616 -16.0805 -1.4846
C 12.3916 -16.4051 -1.1960
C 13.2108 -15.5852 -0.4134
C 12.6539 -14.4699 0.1999
C 11.3502 -14.1405 -0.0902
C 10.5510 -14.9208 -0.9036
C 9.3157 -15.8333 -4.1842
C 8.0079 -15.8614 -4.6096
C 7.5530 -14.9467 -5.5280
C 8.3970 -13.9450 -6.0116
C 9.7092 -13.9048 -5.5752
C 10.1566 -14.8360 -4.6091
H 8.5363 -18.1547 -0.6182
H 7.8811 -16.7308 -1.3183
H 6.8769 -18.0982 -3.1626
H 6.3301 -18.5855 -1.5577
H 7.6789 -20.5995 -1.5245
H 6.8503 -20.5536 -3.0752
H 7.6041 -23.2698 -4.1850
H 6.9305 -24.5238 -6.1915
H 7.4917 -23.6267 -8.4444
H 8.8498 -21.6969 -8.7064
H 9.5296 -20.3442 -6.7271
H 10.6842 -23.2466 -4.3731
H 11.6560 -25.1475 -3.2778
H 11.5669 -25.3679 -0.8421
H 10.2997 -23.7427 0.5533
H 9.2169 -21.7452 -0.6309
H 12.8578 -17.3289 -1.6409
H 14.2803 -15.8260 -0.3185
H 13.2283 -13.8282 0.8337
H 10.9230 -13.2326 0.2730
H 9.5061 -14.6243 -1.1649
H 7.2778 -16.5590 -4.2090
H 6.5160 -14.9411 -5.8097
H 7.9258 -13.2285 -6.6766
H 10.4113 -13.1426 -5.9388
H 11.2086 -14.8305 -4.3274
Cl 12.3179 -20.5571 -7.3345
C 12.7801 -21.4248 -5.9118
C 12.4748 -20.8335 -4.7058
C 12.9590 -21.4908 -3.5936
Cl 12.5529 -20.6879 -2.1224
C 13.6601 -22.6711 -3.6273
Cl 14.1970 -23.4914 -2.2029
C 13.8964 -23.2315 -4.8744
Cl 14.4091 -24.8664 -5.0034
C 13.4835 -22.6113 -6.0442
Cl 13.8377 -23.3400 -7.5781
F 5.4521 -19.3445 -4.8301
C 5.8810 -18.7906 -5.9744
F 5.4569 -17.5192 -5.9974
F 5.3105 -19.4608 -6.9877
C 7.4422 -18.7311 -6.1094
O 7.8333 -18.6412 -7.2699
O 8.1417 -18.7465 -5.0604
```

Calculated values
HOMO-LUMO gap (alpha / beta): 7.64 / 7.65 eV
E_LUMO (alpha / beta): -0.6 / -0.7 eV
multiplicity: 4
max |F|: 1.78 eV/A
energy relative to the best compared isomer or geometry (same formula, charge and spin): 0.0 kJ/mol
⟨S²⟩: 3.823
E: -184479.5983 eV